A 12-piece molecular cluster, C44H120N8O12 overall. Source: the Open Molecules 2025 dataset; level of theory: ωB97M-V/def2-TZVPD.

Results
SMILES   COC[C@H](C)N.COC[C@H](C)N.COC[C@H](C)N.COC[C@H](C)N.COC[C@H](C)N.COC[C@H](C)N.COC[C@H](C)N.COC[C@H](C)N.CC(C)O.CC(C)O.CC(C)O.CC(C)O
Calculated total energy   -3089.0861 a.u.
HOMO energy   -0.3368 Ha
Energy above the lowest of the compared OMol25 structures with the same formula, charge and spin   352.4 kJ/mol
Multiplicity   1

Geometry (Å):
1 C 2.5722 0.8620 -5.8054
2 C 3.3780 2.0905 -5.5863
3 C 4.0150 2.1760 -4.1961
4 O 3.0759 2.3858 -3.1486
5 C 3.6080 2.5852 -1.8378
6 N 4.3856 2.2862 -6.5947
7 H 1.8798 0.7878 -4.9955
8 H 3.2394 -0.0670 -5.8476
9 H 2.0864 0.8822 -6.7436
10 H 2.6911 2.9624 -5.6727
11 H 4.8770 2.9273 -4.2076
12 H 4.5090 1.1438 -4.1894
13 H 3.9260 1.6351 -1.4175
14 H 2.8028 2.9422 -1.2186
15 H 4.4515 3.2594 -1.8816
16 H 4.9496 1.4579 -6.6591
17 H 4.9476 3.0398 -6.2340
18 C -2.9209 1.8894 3.0427
19 C -2.9048 3.3285 3.5581
20 C -4.2716 3.6770 4.0939
21 O -5.1610 4.0934 3.0066
22 C -5.0038 5.4539 2.5835
23 N -1.9023 3.5358 4.6157
24 H -1.9720 1.6338 2.5075
25 H -3.7576 1.6904 2.3747
26 H -3.0438 1.1425 3.8861
27 H -2.6473 4.0492 2.7867
28 H -4.2169 4.4019 4.8166
29 H -4.7738 2.7655 4.5151
30 H -5.9124 5.6552 1.9484
31 H -4.1045 5.5423 2.0516
32 H -5.0159 6.1863 3.3886
33 H -1.9661 4.4721 5.0240
34 H -2.0874 2.8643 5.3719
35 C 4.5665 -1.7868 -3.3427
36 C 3.5114 -2.4756 -2.5032
37 C 2.8657 -3.6743 -3.1508
38 O 2.0511 -3.4159 -4.2779
39 C 0.8434 -2.7408 -3.9576
40 N 4.0699 -2.9994 -1.2363
41 H 5.0304 -0.9561 -2.7668
42 H 4.2587 -1.2563 -4.2595
43 H 5.3657 -2.5255 -3.5526
44 H 2.7070 -1.7754 -2.2591
45 H 2.2317 -4.1306 -2.4505
46 H 3.5237 -4.4969 -3.4813
47 H 1.0028 -1.7374 -3.7028
48 H 0.1776 -3.3414 -3.2567
49 H 0.3048 -2.7494 -4.8838
50 H 5.0355 -3.3212 -1.4700
51 H 4.2590 -2.3248 -0.5250
52 C 3.4439 -0.8770 3.8125
53 C 3.9980 -0.3629 2.5005
54 C 5.1427 0.6270 2.7400
55 O 6.4392 -0.0311 2.7789
56 C 7.2805 0.1661 1.6372
57 N 4.4229 -1.4895 1.6844
58 H 2.8617 -0.1584 4.3323
59 H 4.2724 -1.0771 4.5173
60 H 2.7975 -1.7900 3.7554
61 H 3.0434 0.0970 2.0585
62 H 4.9363 1.1142 3.7187
63 H 5.2017 1.4072 1.9644
64 H 7.3852 1.1803 1.2597
65 H 6.8861 -0.4837 0.8350
66 H 8.3003 -0.1774 1.9630
67 H 3.6552 -2.1486 1.6816
68 H 5.1988 -1.9675 2.1922
69 C -4.9567 0.4591 -1.3431
70 C -5.5709 -0.5652 -0.4084
71 C -5.0048 -0.4625 1.0043
72 O -5.6043 -1.5716 1.6521
73 C -5.6227 -1.3878 3.0607
74 N -7.0015 -0.3003 -0.3838
75 H -3.9332 0.2421 -1.6680
76 H -5.0765 1.4828 -0.9145
77 H -5.6105 0.5688 -2.2356
78 H -5.4426 -1.5556 -0.7598
79 H -5.3176 0.5390 1.3549
80 H -3.9503 -0.6736 1.0869
81 H -6.5596 -0.8464 3.3660
82 H -4.8449 -0.7799 3.4554
83 H -5.6483 -2.2923 3.6253
84 H -7.1576 0.6684 -0.3551
85 H -7.4783 -0.8504 0.3035
86 C -1.4010 5.2396 -2.2020
87 C -0.1282 4.7699 -2.8801
88 C 1.0947 5.3937 -2.2461
89 O 0.9570 6.7655 -2.1007
90 C 2.1159 7.3043 -1.5861
91 N -0.0366 3.2960 -2.6696
92 H -1.4235 4.8128 -1.2339
93 H -2.2817 4.9211 -2.7507
94 H -1.4879 6.3048 -2.2358
95 H -0.1970 4.9870 -3.9352
96 H 1.9886 5.1548 -2.8612
97 H 1.2963 4.8949 -1.2695
98 H 1.9096 8.3309 -1.4174
99 H 2.9976 7.2048 -2.2726
100 H 2.4470 6.8537 -0.6213
101 H 0.7877 2.9255 -3.1888
102 H -0.8854 2.8394 -2.8862
103 C 2.5439 -4.3649 3.9666
104 C 1.4025 -4.2510 2.9497
105 C 1.8279 -4.7076 1.5807
106 O 2.0885 -6.1048 1.6738
107 C 1.8725 -6.6832 0.4428
108 N 0.1397 -4.7686 3.3745
109 H 3.4505 -3.9009 3.5908
110 H 2.7785 -5.3899 4.1655
111 H 2.3112 -3.9407 4.9892
112 H 1.2514 -3.1406 2.8113
113 H 2.7442 -4.2484 1.2239
114 H 1.0791 -4.5621 0.8316
115 H 2.1734 -7.7341 0.4641
116 H 2.4778 -6.1965 -0.2755
117 H 0.8165 -6.6317 0.1002
118 H -0.5755 -4.7409 2.6719
119 H 0.2579 -5.7686 3.4883
120 C -1.6403 -4.2822 -0.5805
121 C -2.9766 -3.5597 -0.3936
122 C -4.0656 -4.2423 -1.2317
123 O -3.9331 -3.9347 -2.5765
124 C -4.8301 -4.6932 -3.3330
125 N -3.1562 -3.4729 1.0654
126 H -1.7814 -5.2031 -0.0111
127 H -0.7825 -3.7164 -0.1305
128 H -1.3912 -4.6589 -1.6106
129 H -2.8791 -2.5108 -0.6027
130 H -5.0138 -3.9566 -0.8486
131 H -3.9491 -5.3011 -0.9778
132 H -5.8774 -4.3954 -3.3403
133 H -4.8462 -5.7436 -2.9278
134 H -4.5058 -4.7909 -4.3613
135 H -4.1125 -3.1116 1.2897
136 H -3.0541 -4.3940 1.4922
137 C -1.6188 -0.6327 -6.0768
138 C -2.4428 -0.0320 -5.0046
139 C -1.8719 -0.3656 -3.5724
140 O -2.4362 1.4108 -5.1797
141 H -1.9684 -0.3044 -7.0443
142 H -1.7148 -1.7306 -6.1554
143 H -0.5801 -0.3164 -6.0433
144 H -3.4400 -0.5696 -5.0178
145 H -0.7749 -0.2790 -3.5233
146 H -2.0605 -1.4485 -3.3924
147 H -2.4523 0.2619 -2.9283
148 H -3.0725 1.5995 -5.8542
149 C -2.3076 -1.5500 6.1554
150 C -1.4893 -2.1011 5.0094
151 C -0.9793 -0.9799 4.0744
152 O -0.5307 -3.0004 5.5633
153 H -1.7415 -0.8144 6.6912
154 H -2.4259 -2.3908 6.8309
155 H -3.2563 -1.1675 5.7396
156 H -2.2251 -2.6437 4.3681
157 H -0.3254 -1.4573 3.3476
158 H -0.5112 -0.1090 4.5738
159 H -1.8309 -0.5960 3.5171
160 H -0.3193 -3.6036 4.8643
161 C 1.5456 2.7244 3.4390
162 C 1.6669 4.2241 3.3827
163 C 2.6895 4.7667 2.3975
164 O 0.3823 4.7568 3.0055
165 H 1.3983 2.1861 2.4393
166 H 0.7337 2.4759 4.1016
167 H 2.3600 2.2865 3.9316
168 H 1.8688 4.5790 4.4165
169 H 2.5717 5.8883 2.4060
170 H 2.5114 4.3128 1.3857
171 H 3.7465 4.5017 2.6067
172 H -0.3259 4.2703 3.3855
173 C -1.1536 0.2546 -0.2588
174 C 0.3121 0.7072 0.0759
175 C 1.3270 0.0780 -0.9049
176 O 0.4047 2.1239 0.0978
177 H -1.3540 -0.7578 0.1568
178 H -1.3882 0.1844 -1.2864
179 H -1.7961 0.9145 0.2596
180 H 0.4044 0.4538 1.1155
181 H 1.0352 0.4477 -1.9436
182 H 1.2613 -0.9883 -0.9548
183 H 2.3606 0.2902 -0.6293
184 H 0.1914 2.5091 -0.7133